62
Properties=species:S:1:pos:R:3:forces:R:3:mulliken_spin:R:1 method="wB97M-V/def2-TZVPD" s2=2.04 gap_ha="0.2727 / 0.2731" energy_ev=-136178.3488 multiplicity=3 homo_ev="-7.278 / -8.321" lumo_ha="0.0053 / -0.0327" fmax_ev_per_a=1.170
Ti 0.62711 1.09839 -0.45013 -1.0 0.6 -0.2 1.008
O 3.18670 -3.52635 0.67783 0.0 0.0 0.0 0.002
C 4.09457 -2.59154 1.08607 0.0 0.0 0.0 0.001
C 5.34656 -2.94219 1.57370 0.0 0.0 0.0 0.000
C 6.23371 -1.95417 1.97287 0.0 0.0 0.0 0.000
C 5.87758 -0.61714 1.88416 0.0 0.0 0.0 0.001
C 4.62549 -0.27645 1.39221 0.0 0.0 0.0 -0.005
C 3.72348 -1.25146 0.99279 0.0 0.0 0.0 0.017
C 2.35911 -0.86901 0.46886 0.2 -0.1 -0.3 -0.017
O 2.29750 0.45141 0.05251 0.3 0.0 0.5 -0.002
N 1.36868 -1.11027 1.53005 0.0 0.6 0.1 0.169
N 0.29087 -0.28279 1.39330 0.4 -0.5 -0.3 0.482
C -0.48719 -0.27627 2.48282 -0.5 0.5 0.4 -0.135
C -1.59824 0.46804 2.67141 0.1 -1.0 0.0 0.368
Br -0.48301 2.89462 1.11764 0.1 -0.1 -0.1 0.016
C -2.86086 0.65636 2.94997 0.2 0.4 0.0 0.022
C -3.93618 -0.32465 2.69164 0.0 0.0 -0.1 0.013
C -3.69381 -1.55542 2.07949 0.0 0.0 0.2 0.001
C -4.73277 -2.43975 1.84331 0.0 0.0 0.1 0.004
C -6.03131 -2.11183 2.21416 0.0 0.0 0.0 -0.011
C -6.28214 -0.89097 2.82237 0.0 0.0 0.0 0.006
C -5.24238 -0.00363 3.05644 0.0 0.0 0.0 -0.010
H 3.57615 -4.40340 0.75057 0.0 0.0 0.0 0.000
H 5.62429 -3.98874 1.63780 0.0 0.0 0.0 0.000
H 7.20806 -2.23593 2.35059 0.0 0.0 0.0 0.000
H 6.57083 0.15499 2.18881 0.0 0.0 0.0 0.000
H 4.32875 0.75941 1.29336 0.0 0.0 0.0 -0.001
H 2.08788 -1.52830 -0.36482 0.0 0.0 0.0 0.004
H 1.78395 -1.02570 2.45600 0.0 -0.2 0.0 0.023
H -0.16471 -0.88590 3.32933 0.0 0.1 0.0 0.025
H -3.17395 1.62518 3.33109 0.0 0.0 0.1 0.032
H -2.68488 -1.81460 1.78205 0.0 0.0 0.0 0.000
H -4.52918 -3.39037 1.36684 0.0 0.0 0.0 0.000
H -6.84157 -2.80509 2.03000 0.0 0.0 0.0 -0.001
H -7.29025 -0.62684 3.11460 0.0 0.0 0.0 0.000
H -5.44012 0.95128 3.52866 0.0 0.0 0.0 -0.001
O 0.11154 -0.52362 -4.30334 0.0 0.0 0.0 0.007
C 0.04532 -0.23651 -3.11198 0.0 0.0 0.0 0.004
N 0.96488 0.34084 -2.33450 0.0 -0.1 0.0 -0.021
C 2.05802 1.02266 -2.99241 0.1 -0.3 0.0 -0.005
C 1.72352 2.48810 -2.95239 0.0 0.1 0.0 0.016
C 2.12300 3.39481 -3.92089 0.0 0.0 0.0 0.001
C 1.73224 4.71619 -3.80415 0.0 0.0 0.0 -0.001
C 0.96146 5.09561 -2.71679 0.0 0.0 0.0 0.000
C 0.61809 4.14017 -1.77959 0.0 0.0 0.0 -0.005
N 0.98515 2.85769 -1.89044 0.3 0.0 0.0 -0.005
C -1.23669 -0.46511 -2.34766 0.0 -0.1 0.0 0.008
C -2.27257 -1.20789 -2.88299 0.1 0.0 0.0 0.004
C -3.44695 -1.32383 -2.15968 0.0 0.0 0.0 0.000
C -3.54827 -0.67547 -0.93766 -0.1 0.1 -0.1 -0.001
C -2.46772 0.05632 -0.47870 0.0 0.1 -0.1 0.015
N -1.32535 0.15376 -1.16335 0.1 0.0 0.1 -0.019
H 2.22006 0.66033 -4.00821 -0.1 0.1 0.0 0.003
H 2.98159 0.86832 -2.42445 0.0 0.0 0.0 -0.001
H 2.71203 3.05288 -4.76077 0.0 0.0 0.0 0.000
H 2.01733 5.43919 -4.55767 0.0 0.0 0.0 0.000
H 0.62663 6.11466 -2.58675 0.0 0.0 0.0 0.000
H 0.03371 4.38562 -0.90419 0.0 0.0 0.0 -0.001
H -2.12150 -1.65840 -3.85370 0.0 0.0 0.0 0.000
H -4.27766 -1.90118 -2.54457 0.0 0.0 0.0 0.000
H -4.44558 -0.72405 -0.33630 0.0 0.0 -0.1 0.000
H -2.51095 0.59798 0.45481 0.0 0.0 0.0 -0.011